Formula: C14H29N2O8P
Source: the OMol25 dataset
Level of theory: ωB97M-V with the def2-TZVPD basis set

```
54
Properties=species:S:1:pos:R:3:mulliken_charge:R:1
O -4.81 -2.08 1.36 -0.377
C 1.65 -0.88 1.40 0.344
O 2.18 1.67 2.13 -0.564
C 1.51 -1.31 0.13 0.270
C 1.29 -0.14 -2.04 -1.252
C -3.71 -4.26 1.82 0.475
H 0.64 0.50 -1.43 0.371
H 1.87 0.52 -2.69 0.289
H -2.20 -3.68 0.60 0.189
O 0.36 -1.50 3.38 -0.520
C 0.58 -1.53 2.21 0.150
C 1.70 5.04 -2.34 0.259
H 3.54 6.21 -2.25 0.345
H 2.62 4.87 -0.37 0.447
H 1.01 5.83 -2.02 0.406
C -4.88 -5.25 1.77 -1.524
C 2.90 5.72 -2.99 -1.419
H 2.52 -1.88 -1.63 0.354
H 3.41 -1.03 3.62 0.369
H 2.56 6.48 -3.70 0.353
P 2.90 0.26 2.00 0.920
H 4.54 3.87 -0.88 0.375
O -0.22 -2.29 1.35 -0.186
O -0.04 -2.93 -0.79 -0.503
H 4.33 3.28 -2.55 0.256
H -6.66 -1.39 0.92 0.257
H -4.50 -6.27 1.69 0.376
H -4.68 -2.92 3.24 0.400
N -3.03 -4.25 0.53 -0.652
H -5.50 -5.18 2.67 0.355
H -6.47 -3.13 0.66 0.225
H -3.18 -2.31 2.51 0.253
C -6.20 -2.30 1.31 -0.644
H 2.53 2.24 1.44 0.330
C 4.09 3.09 -1.50 -0.877
H 1.55 3.42 -3.55 0.293
H 1.09 4.00 -0.57 0.346
C 2.03 4.25 -1.07 -0.790
H 3.13 -0.41 -0.88 0.388
H -3.63 -3.76 -0.13 0.317
H 4.51 2.13 -1.21 0.265
O 3.12 -0.12 3.52 -0.516
C 0.36 -2.27 0.11 0.431
H -5.51 -5.07 0.90 0.282
O 2.69 3.01 -1.29 -0.078
N 1.00 4.25 -3.34 -0.705
C 2.23 -0.96 -1.12 -0.458
C -4.10 -2.86 2.31 -0.587
O 4.08 0.24 1.14 -0.714
H -2.99 -4.64 2.56 0.376
H 0.12 3.90 -2.97 0.281
H 3.51 5.01 -3.54 0.285
H 0.65 -0.80 -2.62 0.433
H -6.61 -2.50 2.31 0.302
```

## Properties
Energy above the lowest of the compared OMol25 structures with the same formula, charge and spin ... 0.00 kcal/mol
SMILES string ... CCC1=C(P(=O)(O)O)C(=O)OC1=O.COC[C@@H](C)N.COC[C@@H](C)N
HOMO energy ... -0.3262 hartree



Formula: C14H29NO3
Source: the OMol25 dataset
Level of theory: ωB97M-V with the def2-TZVPD basis set

```
47
Properties=species:S:1:pos:R:3:mulliken_charge:R:1
O 0.27 2.17 -1.03 -0.607
C -1.14 3.22 -4.51 -1.051
H 2.44 -3.96 1.11 0.375
H -2.09 0.92 -3.06 0.287
C 1.05 -3.43 2.67 -0.872
H 0.86 -0.71 2.63 -0.142
H 0.65 0.53 -3.70 0.227
H 3.24 0.46 1.06 0.368
H 3.52 0.10 -0.66 0.273
H -0.57 0.63 -5.00 0.347
H 0.76 -4.48 2.70 0.389
H -2.57 0.77 2.27 0.413
H -0.38 3.63 -5.17 0.318
C 0.15 -1.14 3.33 -0.115
H -1.78 -0.64 4.16 0.355
H -2.11 2.54 -2.33 0.475
H -2.38 0.19 -0.56 0.327
H 0.98 -3.14 0.52 0.246
C 1.72 -3.16 1.32 -0.334
H -1.94 2.78 -5.13 0.345
H -2.33 -0.90 1.80 0.343
H -0.24 1.27 1.34 0.321
H -1.56 4.03 -3.92 0.333
H 0.88 1.66 -5.04 0.360
C -1.65 0.95 -0.24 -1.407
H -2.18 1.87 0.00 0.492
O 3.38 -1.58 2.08 -0.610
O 2.12 -1.09 0.28 -0.258
H 0.64 -1.18 4.31 0.490
H -0.79 -2.55 1.99 0.197
H 1.99 0.90 -0.16 0.148
H 1.78 -3.26 3.46 0.341
C -0.70 1.21 -1.41 0.624
C -0.19 -2.57 2.91 -0.391
H 0.51 2.64 -1.85 0.469
C 2.76 0.17 0.13 -0.603
H -0.80 -3.03 3.69 0.371
C -1.81 0.01 2.11 -0.825
H -0.74 0.74 3.81 0.414
C 0.14 1.21 -4.38 -0.986
C -1.07 -0.23 3.43 -1.205
C 2.51 -1.87 1.30 0.408
H -0.24 -0.37 0.68 -0.190
C -0.88 0.46 0.98 0.411
N -0.52 2.25 -3.63 0.053
C -1.46 1.72 -2.65 -0.926
H -0.18 0.27 -1.66 0.003
```

## Properties
Energy above the lowest of the compared OMol25 structures with the same formula, charge and spin ... 0.00 kcal/mol
SMILES string ... COC(=O)CCCCCCCC[C@H](O)CN(C)C
HOMO energy ... -0.3355 hartree



Formula: C14H29O8S4
Source: the OMol25 dataset
Level of theory: ωB97M-V with the def2-TZVPD basis set

```
55
Properties=species:S:1:pos:R:3:mulliken_charge:R:1
H -2.44 1.81 1.84 0.393
O -2.48 0.81 -1.50 -0.682
C 0.54 -3.00 -3.95 -0.635
H 1.53 -4.87 -3.52 0.307
H 2.90 -3.99 -1.69 0.399
H 1.92 -2.03 3.36 0.408
O -1.96 3.03 -0.48 -0.765
C 3.42 -1.21 4.73 -0.779
H -1.70 2.90 -2.52 0.243
H -2.69 5.92 -3.45 0.380
H -2.84 6.50 -5.98 0.390
H 2.58 -3.70 -4.32 0.354
H -4.30 5.28 -3.58 0.311
H 0.47 1.95 -0.34 0.442
H -2.28 3.53 -5.38 0.239
O -0.18 -1.12 4.62 -0.681
C -0.08 0.46 1.17 -0.387
H 0.18 1.23 1.89 0.459
C 2.76 -1.26 6.11 -0.574
O -4.64 5.65 -6.01 -0.371
H 2.60 -0.47 2.83 0.323
O -1.49 3.59 -3.19 -0.348
H 2.22 0.84 6.21 0.355
H 0.02 -3.41 -4.81 0.335
C -3.59 5.88 -5.47 -0.064
O 0.72 -1.91 -0.54 -0.531
S 0.95 -0.22 4.53 1.265
S 0.70 -3.15 -1.29 0.972
H 4.08 -0.34 4.68 0.314
H 0.05 0.35 -1.01 0.232
C 1.73 -0.13 6.13 -0.826
C 1.79 -3.81 -3.58 -0.611
C -0.38 -2.98 -2.71 -0.477
H 2.25 -2.22 6.24 0.287
H -1.55 -0.37 2.57 0.340
C -1.47 -0.11 1.51 -0.563
C 2.29 -1.07 3.69 -0.522
C -2.47 0.98 1.14 -0.839
C 2.23 -3.31 -2.21 -0.698
H -1.65 -1.01 0.92 0.271
C -0.17 1.08 -0.23 -0.607
H -0.93 -2.05 -2.62 0.220
O 0.42 -4.40 -0.64 -0.690
H 3.48 -1.16 6.91 0.370
O 0.80 1.12 4.01 -0.716
H 0.68 -0.31 1.21 0.204
H 2.68 -2.32 -2.28 0.346
H 4.02 -2.09 4.53 0.351
H -1.06 -3.82 -2.71 0.381
S -2.76 3.62 -4.11 0.391
H 0.84 -1.98 -4.20 0.273
S -1.88 1.58 -0.43 1.290
H -3.49 0.62 1.03 0.488
H 0.98 -0.24 6.91 0.415
C -3.34 5.33 -4.07 -0.379
```

## Properties
Net charge ... +1
HOMO energy ... -0.4494 hartree



Formula: C14H2BF5N4O10S2W
Source: the OMol25 dataset
Level of theory: ωB97M-V with the def2-TZVPD basis set

```
39
Properties=species:S:1:pos:R:3:mulliken_charge:R:1
F 3.14 4.72 -0.18 -0.238
O -2.13 -2.00 1.67 -0.576
C 0.13 2.34 -1.17 0.411
N 0.11 -5.66 -1.23 1.044
W 0.11 1.18 0.71 1.531
H 1.69 -4.01 -2.62 0.618
C -2.81 2.01 0.40 0.813
C 2.13 2.84 0.77 0.380
O -0.67 -6.24 -0.51 -0.604
O 2.33 -1.84 -3.65 -0.571
N 2.26 -1.46 -2.51 0.973
O 0.70 -0.16 -0.54 -0.460
O 0.16 2.92 -2.12 -0.192
C -0.33 -2.21 0.14 0.729
F 4.45 3.08 0.39 -0.217
O 1.01 3.26 1.08 -0.594
C 1.29 -2.16 -1.64 -0.081
F 0.80 1.98 3.82 -0.169
F 1.69 0.08 3.04 -0.161
C -4.97 1.80 -0.65 -0.110
O 2.22 1.60 0.47 -0.636
C -0.48 -3.58 -0.05 -0.898
O 2.91 -0.57 -2.01 -0.537
C -1.17 -1.53 1.15 0.167
C 0.26 -4.21 -1.02 -0.359
C -4.12 2.33 0.37 0.722
C 3.36 3.76 0.72 0.668
C -4.69 3.21 1.35 -0.167
S -2.04 0.91 -0.72 -0.344
O -0.65 -0.35 1.58 -0.426
C 0.57 -1.49 -0.64 0.620
H -1.18 -4.14 0.56 0.621
S -1.68 2.59 1.57 -0.307
O 0.78 -6.17 -2.10 -0.611
F 3.53 4.31 1.92 -0.228
C 1.14 -3.51 -1.84 -0.471
N -5.65 1.36 -1.47 -0.421
N -5.15 3.91 2.13 -0.412
B 0.91 1.12 2.84 0.490
```

## Properties
Energy above the lowest of the compared OMol25 structures with the same formula, charge and spin ... 46.04 kcal/mol
HOMO energy ... -0.3575 hartree



Formula: C14H30Cl4N8O14
Source: the OMol25 dataset
Level of theory: ωB97M-V with the def2-TZVPD basis set

```
70
Properties=species:S:1:pos:R:3:mulliken_charge:R:1
H -3.16 3.55 -1.30 0.248
C 0.39 1.52 1.07 -0.348
O -0.30 -1.03 -3.28 -0.640
H 1.77 3.86 -2.53 0.364
N -0.34 -3.14 -1.64 0.674
C 0.30 0.77 -0.10 -0.603
H 1.57 -0.99 3.88 0.558
H 0.05 -1.25 -0.91 0.874
O 1.28 3.02 -0.23 -0.608
H -2.50 -3.31 0.15 0.366
O -1.02 -3.96 -1.06 -0.665
Cl 2.69 -0.12 -3.29 -0.240
C -2.07 3.43 -1.32 -0.884
H 2.10 0.49 2.47 -1.415
O 0.04 -2.57 3.00 -0.532
O 0.25 -2.19 -1.06 -0.249
O 0.40 0.83 -2.52 -0.560
H 0.64 2.43 -2.64 0.279
H 2.83 -1.60 2.66 0.231
H 0.12 -2.25 -3.53 0.372
H -0.88 -2.68 -0.10 0.119
N -2.43 -1.27 -0.62 1.145
N 1.21 -2.93 3.17 1.162
H -1.99 1.54 -2.95 0.496
C 2.19 -1.80 3.52 -0.890
C 0.20 -0.45 2.37 -1.579
H -2.58 -0.11 -3.16 0.401
O -1.50 3.05 0.97 -0.547
C -1.89 -2.41 0.18 -1.210
H -1.76 2.83 -2.17 0.081
H 3.83 0.29 2.86 0.291
H -1.56 1.40 1.40 -0.098
C 2.14 -0.92 -1.83 1.459
C 0.10 -1.20 1.24 -1.101
H -0.04 -2.24 1.51 1.266
O 1.68 -4.05 3.00 -0.620
C 1.66 2.78 -2.47 -0.682
H 0.21 -0.80 3.39 2.154
H 1.05 -0.84 -1.86 -1.351
H -2.86 2.39 2.00 0.561
O -1.65 1.31 -0.35 -0.836
H 2.60 -0.37 -1.00 -0.156
N 0.33 0.92 2.30 -0.482
N -2.27 0.74 3.25 1.029
O -2.62 1.09 4.36 -0.736
H -1.24 2.42 2.88 0.561
C -1.87 0.51 -2.61 -1.685
H -1.95 -2.22 1.25 0.447
C -0.20 -3.20 -3.10 -1.110
Cl 2.67 -2.63 -1.90 -0.224
Cl 3.53 1.13 0.76 -0.045
O 2.67 1.43 -0.78 -0.669
H 0.45 2.60 1.05 0.893
O -2.28 -0.38 2.75 -0.440
N -0.48 0.09 -2.82 1.174
H 2.38 2.20 -3.04 0.221
H -1.18 -3.44 -3.51 0.388
N 1.89 2.37 -1.07 1.183
C 3.08 0.95 2.43 1.443
C 0.11 -0.63 -0.03 -0.730
H -2.04 0.44 -1.53 1.348
Cl 3.13 2.50 3.27 -0.215
O -2.83 -0.30 0.02 -0.474
H 2.78 -2.16 4.37 0.405
O -2.45 -1.36 -1.85 -0.633
H 0.32 1.14 -1.12 0.697
N -1.70 2.54 -0.14 1.029
H -1.60 4.40 -1.14 0.352
H 0.54 -3.99 -3.30 0.332
C -1.97 1.85 2.31 -1.348
```

## Properties
HOMO energy ... -0.2808 hartree



Formula: C14H30Cl8FN3O4PS
Source: the OMol25 dataset
Level of theory: ωB97M-V with the def2-TZVPD basis set

```
62
Properties=species:S:1:pos:R:3:mulliken_charge:R:1
N -1.40 -0.92 -1.77 0.494
C 1.86 -0.86 -2.79 -1.697
H 0.64 2.22 -1.71 0.494
H 0.83 -2.14 -0.70 0.299
H 3.10 2.86 -2.09 0.424
C -1.27 1.05 -3.31 -0.425
H 4.10 2.71 3.63 0.200
Cl -5.34 -1.22 2.81 -0.128
N -3.10 2.73 -4.85 -0.712
H 1.19 -3.21 1.66 -0.279
H 1.36 -1.83 -2.79 0.568
C -2.09 -0.15 -2.87 -1.011
Cl 3.06 -4.60 1.47 -0.139
H -2.34 0.69 1.59 0.278
S 3.39 -1.15 -1.89 1.158
H 0.21 0.88 4.28 -0.320
H -2.32 0.46 -5.59 0.067
C -5.65 -2.05 4.34 -0.304
C -2.33 -0.38 1.76 -1.227
H -2.29 -0.81 -3.71 0.521
H 0.06 -0.21 -4.15 0.492
Cl -1.53 1.32 5.78 -0.162
H -2.94 -0.90 1.03 0.482
H 2.13 -0.65 -3.82 0.652
H -3.36 2.98 -3.90 0.254
H -3.07 0.18 -2.51 0.310
H -0.48 0.60 -0.69 0.370
C 0.84 0.21 -2.33 1.004
H -2.04 -0.98 -0.98 0.235
Cl -4.35 -3.17 4.74 -0.138
C -0.14 -0.28 -1.23 -0.677
C 1.47 1.52 -1.79 -0.010
H -2.71 -0.61 2.75 0.379
H -1.22 -1.90 -2.03 0.499
H -6.58 -2.61 4.24 0.317
H -5.73 -1.31 5.12 0.283
C -0.91 -0.83 1.69 0.987
H 0.79 1.02 5.95 0.281
H 3.15 3.84 4.63 0.032
F 1.93 1.29 -0.49 -0.317
Cl 4.68 2.60 5.90 -0.150
C 0.42 -1.25 -0.21 -1.223
C 0.13 1.43 5.20 0.447
Cl 5.22 4.74 3.97 -0.156
H -1.33 1.88 -2.62 0.358
N 0.12 0.62 -3.56 -0.357
C 1.33 -4.27 1.55 0.279
H 0.91 -4.80 2.39 0.353
O -0.61 -1.71 0.66 -0.443
Cl 0.61 3.11 4.89 -0.171
H 1.96 2.78 -3.41 0.348
O 3.55 -2.58 -1.91 -0.601
P -1.97 1.66 -4.93 0.511
O 4.41 -0.30 -2.41 -0.628
C 4.14 3.43 4.44 0.072
H -0.82 2.09 -5.61 0.105
Cl 0.49 -4.81 0.08 -0.169
C 2.50 2.17 -2.68 -1.530
O -0.06 -0.51 2.46 -0.598
H 1.22 -0.80 0.37 0.580
H 3.12 -0.78 -0.62 0.088
H 3.11 1.48 -3.24 0.351
```

## Properties
Net charge ... +1
HOMO energy ... -0.4513 hartree



Formula: C14H30ClFIN2O6Si2
Source: the OMol25 dataset
Level of theory: ωB97M-V with the def2-TZVPD basis set

```
57
Properties=species:S:1:pos:R:3:mulliken_charge:R:1
H -3.58 -4.79 2.40 0.335
C 1.26 3.74 -0.37 -0.280
H 1.88 3.42 0.46 0.379
C -2.63 -4.71 4.34 -0.626
H -4.71 -2.94 3.79 0.369
N -1.75 -3.74 2.31 -0.193
H 0.07 0.25 -3.86 -0.132
C -2.59 -0.23 -0.06 0.506
H 2.78 1.25 -4.38 0.209
H 4.65 2.11 -2.64 0.254
C 2.63 2.20 -4.91 -0.692
H 3.43 2.90 -4.68 0.314
H -3.49 -4.82 5.00 0.424
H -2.23 -5.71 4.15 0.392
H -2.20 -2.07 5.63 0.275
O 0.00 1.50 -1.59 0.699
H 6.04 2.98 -0.90 0.444
C 1.29 3.46 -3.41 -0.163
C -2.24 -0.04 -2.46 0.299
H 2.98 0.63 -2.20 0.597
H -4.21 -2.46 2.18 0.386
C -3.85 -2.79 3.15 -1.367
C 2.92 1.50 -1.55 0.166
H 4.84 2.69 0.34 0.359
C 4.16 2.39 -1.71 -0.262
C -3.05 -4.07 3.02 0.164
H -1.14 -3.29 3.01 0.413
H -0.35 -2.20 -1.68 0.399
H -1.10 -3.00 6.67 0.242
H -1.27 -4.57 1.99 0.396
H 0.33 3.98 -3.43 0.168
H -3.25 -1.98 3.57 0.367
C -1.96 -3.07 6.00 -0.641
O -0.39 3.85 1.33 -0.458
Si 1.32 2.48 -1.80 -0.833
O -2.07 0.29 0.87 -0.451
H -3.11 1.29 -1.12 0.369
H 1.63 4.69 -0.75 0.478
C 0.40 -1.41 -1.71 -1.186
H 2.66 1.98 -5.98 0.336
I -1.67 4.56 -1.18 -0.095
C -0.10 3.96 0.19 -0.016
O -2.79 -0.39 -3.45 -0.426
O -1.59 -3.95 4.93 -0.423
N -3.05 0.28 -1.25 -0.254
C 5.22 2.33 -0.61 -1.580
H 0.81 -1.25 -0.72 0.326
Cl 2.75 0.77 0.11 -0.185
H 2.06 4.25 -3.36 0.470
H -2.81 -3.47 6.56 0.324
Si -0.32 0.14 -2.45 0.056
O 1.36 2.75 -4.63 -0.449
H -1.89 -3.10 1.53 0.158
H 3.87 3.43 -1.82 0.173
H 5.63 1.33 -0.49 0.362
H 1.23 -1.75 -2.34 0.371
F -2.82 -1.58 -0.02 -0.266
```

## Properties
Net charge ... +1
HOMO energy ... -0.4204 hartree



Formula: C14H30ClNO4PRuSe2
Source: the OMol25 dataset
Level of theory: ωB97M-V with the def2-TZVPD basis set

```
54
Properties=species:S:1:pos:R:3:mulliken_spin:R:1
O -2.04 -0.46 2.72 0.005
C -2.94 0.40 2.06 0.000
H 1.71 0.44 4.95 0.004
H 1.91 -2.03 3.11 0.000
H -1.32 -1.92 -2.86 -0.001
H -0.89 -1.13 -4.42 0.000
H 1.57 -1.26 -4.41 0.000
C 0.99 0.35 4.12 0.078
H -2.60 1.44 2.11 0.002
H -3.49 -2.02 0.96 0.001
H -1.95 -0.32 -3.25 -0.002
C 1.69 -1.26 -3.32 0.002
H -3.87 0.33 2.64 -0.001
C 4.55 0.23 -1.11 0.680
C -2.60 1.04 -0.45 0.049
H -4.72 0.59 -1.44 0.002
C 2.64 1.31 2.49 0.038
Se -0.94 1.99 0.02 0.126
H 1.53 1.56 -3.71 0.002
H -5.30 -0.45 1.09 -0.001
H 5.15 -0.56 -0.70 0.009
H -3.50 -1.57 -0.74 -0.001
H -0.14 1.36 -4.32 0.001
H -1.16 -0.38 2.31 -0.018
H 3.08 -1.37 1.96 -0.011
H -3.31 1.84 -0.70 0.004
C -3.26 0.07 0.58 -0.023
Ru 0.49 -0.18 -0.08 2.487
H 3.21 1.13 1.59 0.022
Se -1.19 -2.17 0.05 0.177
O 2.41 1.21 -1.30 0.134
H 2.03 2.20 2.34 -0.008
C 2.57 -1.18 2.90 0.069
H 0.17 2.15 -2.75 -0.003
C 3.12 0.26 -0.88 0.054
O -5.33 0.17 -0.83 0.000
O 2.59 -0.73 -0.24 0.128
H 1.57 -2.28 -2.95 0.002
H 3.33 1.49 3.32 0.002
H 0.40 1.26 4.07 -0.012
N 0.76 -0.06 1.76 1.115
H 5.02 1.08 -1.58 0.006
C 1.74 0.11 2.80 -0.147
H -2.41 0.48 -1.36 -0.028
H -5.02 1.29 0.88 -0.001
C 0.49 1.37 -3.43 0.002
H 2.70 -0.93 -3.09 -0.006
C -3.00 -1.40 0.22 0.030
C -4.78 0.29 0.48 0.003
C -1.09 -0.98 -3.35 0.014
H 0.31 -0.47 4.34 -0.012
H 3.30 -1.09 3.71 0.006
Cl 5.40 -1.02 -3.79 0.059
P 0.39 -0.24 -2.56 -0.038
```

## Properties
Net charge ... -2
Spin multiplicity ... 6
Energy above the lowest of the compared OMol25 structures with the same formula, charge and spin ... 8.91 kcal/mol
HOMO energy (spin up / spin down) ... -0.0451 / -0.0668 hartree
Expectation value of S² ... 8.78



Short version: maximum force = 0.011, 0.012, 0.027, 0.021, 0.334, 0.026, 0.016, 0.010 Eh/bohr, in the order given.